# 1
Molecular formula: C19H26Br27N2O7PS
Method: DFT, ωB97M-V with the def2-TZVPD basis set

Atoms and positions in Å:
C  3.52835  -1.88601  -0.65162
C  3.22104  -1.03584  0.31851
C  3.03762  -0.15724  1.68706
C  1.62663  -0.58322  2.34035
C  0.44115  -0.82735  1.24917
C  -0.95437  -1.07015  2.08125
C  -2.24818  -0.47465  1.30672
S  -3.35964  0.40710  2.55309
O  -4.81493  0.34349  2.08258
O  -3.26568  -0.26911  3.91694
O  -2.96189  2.04525  2.70877
C  4.21313  -0.69829  2.70206
N  5.61884  -0.56454  2.15301
C  4.16775  0.59349  3.71107
O  3.92873  0.64663  4.94313
O  4.43638  1.66753  2.75462
C  3.48316  1.38917  1.66016
P  2.21537  2.77850  1.91109
N  2.32008  3.27587  3.44725
O  0.59007  2.32844  1.57433
O  2.74998  4.13943  0.97597
H  4.02532  -2.68847  -1.31958
H  1.79850  -1.62333  2.83816
H  1.27460  0.10423  3.20389
H  0.59746  -1.79716  0.64073
H  0.33260  0.02396  0.48844
H  -1.11896  -2.20081  2.26395
H  -0.83172  -0.54356  3.10178
H  -1.95227  0.27477  0.46652
H  -2.90686  -1.33563  0.88199
H  -2.58225  2.32341  1.83784
H  4.02844  -1.67943  3.26643
H  6.30650  -0.82027  2.89364
H  5.76051  -1.20490  1.36615
H  3.98743  1.48575  0.60903
H  1.40747  3.18459  3.92811
H  0.11036  2.30322  2.44920
H  3.65932  4.29899  1.36281
C  1.07913  -3.66161  -3.76851
Br  2.25066  -2.65596  -2.58724
Br  1.86195  -3.91468  -5.52722
Br  0.53234  -5.34379  -2.97146
H  0.17633  -3.06480  -3.90492
C  -2.36804  -7.34891  -1.38595
Br  -0.90387  -8.59734  -1.64155
Br  -3.49885  -7.23048  -2.95911
Br  -3.39304  -7.75628  0.21087
H  -1.92444  -6.36327  -1.23750
C  7.18855  -4.29879  2.02310
Br  8.94539  -3.65362  1.51099
Br  6.78990  -3.90953  3.88230
Br  5.80270  -3.63619  0.83613
H  7.20465  -5.38394  1.92060
C  4.08547  5.33410  -1.95979
Br  3.46941  3.67148  -2.74856
Br  6.01465  5.36142  -1.74802
Br  3.44478  6.87875  -2.94403
H  3.65420  5.39108  -0.95993
C  1.36476  7.85206  -6.82571
Br  0.46908  6.42545  -5.86202
Br  2.47070  8.93160  -5.65164
Br  2.36873  7.17833  -8.34359
H  0.58796  8.50591  -7.22205
C  -8.26721  -0.07359  2.78305
Br  -7.56192  -1.01063  1.23816
Br  -10.07652  0.56140  2.47843
Br  -8.14056  -1.14397  4.39635
H  -7.64151  0.80641  2.93457
C  -4.07884  -3.92354  -1.02031
Br  -2.34838  -3.40811  -1.73051
Br  -3.98251  -4.35006  0.87006
Br  -5.43682  -2.58886  -1.38990
H  -4.37770  -4.83565  -1.53850
C  3.11762  -0.26339  -6.35965
Br  1.41403  0.35203  -7.05615
Br  4.48376  -0.31772  -7.73669
Br  3.68520  0.77436  -4.82099
H  2.97017  -1.28765  -6.01634
C  -12.61233  3.85922  1.45154
Br  -12.18208  4.24597  -0.40156
Br  -11.79600  5.13657  2.66402
Br  -14.52737  3.71897  1.73353
H  -12.18412  2.88339  1.68114

Results
HOMO-LUMO gap: 8.22 eV
E: -1948697.3876 eV

***

# 2
Molecular formula: C19H26Br4N2O3
Method: DFT, ωB97M-V with the def2-TZVPD basis set

Atoms and positions in Å:
C  -5.49645  0.25897  -2.68490
C  -4.24054  0.29364  -3.74286
C  -3.02955  1.24190  -3.08743
O  -1.76564  0.51336  -2.89642
C  -1.86590  -0.50416  -1.83094
C  -0.47682  -1.42286  -1.96115
C  -0.49771  -2.94902  -2.60547
C  0.94299  -3.72443  -2.71002
C  2.40614  -3.08193  -2.22618
N  3.61404  -3.95252  -2.42840
C  4.82632  -3.18394  -1.98089
C  4.85673  -1.68995  -1.33565
N  3.61321  -0.87279  -1.13310
C  2.37209  -1.58661  -1.58872
C  0.93880  -0.74573  -1.44352
C  0.98746  0.77166  -0.79564
O  1.67600  0.85992  0.50125
C  0.83869  0.38784  1.61545
C  1.56356  0.41356  3.12268
O  -0.43543  -0.00853  1.53936
H  -6.45948  0.60368  -3.27237
H  -5.37351  1.01112  -1.77030
H  -5.67060  -0.81010  -2.18481
H  -3.80931  -0.80560  -3.81080
H  -4.52508  0.60605  -4.83397
H  -2.81236  2.06400  -3.92558
H  -3.39394  1.84612  -2.14553
H  -2.75190  -1.25838  -1.95902
H  -1.97580  -0.02874  -0.75297
H  -1.49571  -3.43250  -2.99203
H  0.93926  -4.80984  -3.20671
H  5.87993  -3.72973  -2.11329
H  5.89542  -1.21030  -1.03783
H  1.63560  1.42363  -1.55725
H  -0.05469  1.29667  -0.71049
H  1.85317  1.55324  3.30247
H  0.87707  -0.02192  3.96519
H  2.59091  -0.17067  2.99590
Br  -0.73130  4.28975  0.06893
C  1.14662  4.13986  0.57546
C  1.95174  5.30169  0.04133
Br  2.30710  5.09644  -1.86539
H  1.49684  3.16771  0.21963
H  1.14602  4.14257  1.67019
H  2.93838  5.33502  0.51267
H  1.45823  6.26872  0.17203
Br  -1.96962  -0.03089  5.97194
C  -0.94810  -1.69212  5.92284
C  -0.08616  -1.84097  7.15502
Br  1.49533  -0.70426  7.05125
H  -0.37769  -1.68892  4.99064
H  -1.70035  -2.48633  5.88073
H  0.30124  -2.86109  7.23258
H  -0.60525  -1.58229  8.08206

Results
HOMO-LUMO gap: 7.09 eV
SMILES: CCCOCc1ccc2nccnc2c1COC(C)=O.BrCCBr.BrCCBr
E: -309402.7427 eV

***

# 3
Molecular formula: C19H26BrF3N4O3SY
Method: DFT, ωB97M-V with the def2-TZVPD basis set

Atoms and positions in Å:
Y  0.41044  -0.49091  0.00225
Br  -2.34801  0.75456  0.35291
C  -3.19584  -0.81593  1.10371
C  -4.46943  -0.66471  1.55685
C  -5.12050  -1.78920  2.10864
C  -4.46820  -2.98545  2.18129
C  -3.13982  -3.12655  1.71065
C  -2.45623  -4.36594  1.80141
C  -1.17282  -4.47881  1.35939
C  -0.51478  -3.35735  0.79695
C  -1.11407  -2.12364  0.65670
C  -2.45385  -2.02102  1.13860
H  -4.97630  0.28796  1.49576
H  -6.13514  -1.68915  2.46923
H  -4.96189  -3.85151  2.60494
H  -2.97368  -5.21591  2.22946
H  -0.65457  -5.42661  1.43334
H  0.50997  -3.51755  0.45839
N  0.11899  0.99793  -2.07801
C  0.10506  2.42644  -1.71288
C  0.78908  3.29991  -2.77851
C  1.38337  4.63586  -2.35045
C  0.44256  5.66551  -1.72226
N  -0.92432  5.65898  -2.26828
C  -2.03276  5.27335  -1.64044
N  -3.22014  5.54995  -2.20657
N  -1.99082  4.61338  -0.49696
C  0.72667  2.58011  -0.30869
O  0.50840  3.62233  0.32885
O  1.39001  1.58516  0.10490
H  1.03714  0.75435  -2.45119
H  -0.54377  0.80826  -2.82281
H  -0.94678  2.70900  -1.61413
H  0.09806  3.44892  -3.61340
H  1.61437  2.71136  -3.18801
H  1.84749  5.07784  -3.23485
H  2.19539  4.46515  -1.64073
H  0.83437  6.66895  -1.88662
H  0.38630  5.52028  -0.64920
H  -1.05341  6.08914  -3.16989
H  -3.29255  6.20431  -2.96520
H  -4.07567  5.24981  -1.77496
H  -1.12167  4.14370  -0.18582
H  -2.85155  4.35612  -0.04595
C  -0.16348  -0.03789  4.62386
S  0.24983  0.84677  3.13524
C  1.70813  1.71133  3.67398
O  0.77882  -0.24864  2.21692
H  0.68675  -0.65194  4.91683
H  -1.02288  -0.66448  4.39190
H  -0.42125  0.68024  5.40159
H  1.42492  2.43159  4.44095
H  2.09263  2.22745  2.79581
H  2.43116  0.99051  4.05282
F  2.59551  -2.70735  -1.24756
C  1.88401  -1.57235  -1.42981
F  2.77926  -0.68329  -2.01661
F  1.00456  -1.86280  -2.48458

Results
HOMO-LUMO gap: 7.58 eV
Charge: +1
E: -122299.0496 eV

***

# 4
Molecular formula: C19H26ClIN4O10P2
Method: DFT, ωB97M-V with the def2-TZVPD basis set

Atoms and positions in Å:
C  1.96167  -0.27244  -1.04471
C  2.87809  1.08279  -0.96404
O  4.33049  0.86257  -0.95111
C  4.73294  -0.23165  -0.05726
C  4.21912  -0.09912  1.49273
O  4.10758  1.27618  2.00248
C  3.23084  1.12820  3.21121
C  1.62845  1.17142  2.86690
O  0.93530  -0.14304  3.07601
C  -0.54229  0.07964  2.93658
C  -1.13546  -0.36289  1.47377
C  -0.96929  -1.90697  0.85004
P  -0.01839  -3.14683  1.97660
O  -1.10165  -4.42030  2.48320
Cl  1.46219  -4.13793  0.76049
N  -1.50453  -2.36337  -0.46266
N  -2.14663  -1.44499  -1.23522
O  -2.58054  -1.91400  -2.45332
N  -3.05464  -3.17374  -2.19164
O  -4.27882  -3.09858  -2.19988
C  -2.47323  0.00787  -0.99311
C  -3.28827  0.89746  -2.15096
C  -4.87969  0.72893  -2.44073
C  -5.76144  1.54103  -3.59000
C  -4.79591  2.63296  -4.41251
C  -3.23742  2.67897  -3.94288
N  -2.48870  1.88883  -2.92514
C  -1.98387  0.66748  0.46427
C  -2.31694  2.22438  0.87204
I  -3.63831  2.35103  2.65606
C  -0.99404  3.19192  0.97104
C  -0.83499  4.00696  2.38428
H  0.90621  0.04789  -1.48811
H  1.73086  -0.58836  0.08241
H  2.45160  -1.17743  -1.60128
H  2.62504  1.80656  -0.07829
H  2.64643  1.69989  -1.95947
H  4.48495  -1.31882  -0.48374
H  5.92566  -0.19942  -0.01343
H  5.05086  -0.63151  2.16367
H  3.24316  -0.74705  1.64395
H  3.48252  1.93082  4.03011
H  3.44988  0.06581  3.67925
H  1.47730  1.42489  1.73438
H  1.10862  2.04812  3.47458
H  -1.03817  -0.64997  3.74136
H  -0.86916  1.16339  3.23258
H  -0.95944  -5.23069  1.88399
H  -5.46827  -0.05278  -1.76417
H  -6.90723  1.40488  -3.78114
H  -5.23390  3.33906  -5.25550
H  -2.58027  3.49372  -4.52186
H  -2.98002  2.66731  -0.01645
H  -1.08363  4.02263  0.11806
H  -0.06726  2.53459  0.66998
H  0.15336  4.63841  2.31155
H  -1.73055  4.75650  2.55071
H  -0.74399  3.33736  3.33953
O  4.10093  -5.33865  -1.77682
P  3.09286  -6.29778  -2.43104
O  3.79446  -7.10170  -3.53799
O  1.93636  -5.48790  -3.03989
O  2.53922  -7.26251  -1.36947

Results
HOMO-LUMO gap: 2.31 eV
Charge: -2
E: -85735.8234 eV

***

no.,lowest unoccupied orbital energy (eV)
1,-0.97
2,-1.19
3,-2.64
4,1.72